{
  "formula": "C21H33BN10OSSc",
  "method": "ωB97M-V/def2-TZVPD",
  "total_charge": 2,
  "s_squared": 0.76,
  "multiplicity": 2,
  "homo_ev": [-13.925, -13.925],
  "energy_ev": -71463.0804,
  "gap_ev": [8.339, 5.436],
  "max_force_ev_per_a": 2.33,
  "elements": ["Sc", "C", "C", "N", "C", "C", "S", "C", "C", "N", "H", "H", "H", "H", "H", "H", "H", "H", "H", "H", "H", "H", "H", "H", "C", "C", "N", "N", "C", "B", "N", "C", "C", "C", "N", "N", "C", "C", "C", "N", "N", "C", "C", "C", "N", "H", "H", "H", "H", "H", "H", "H", "H", "H", "H", "H", "H", "C", "C", "C", "O", "H", "H", "H", "H", "H", "H", "H"],
  "xyz": [[10.05662, 8.23360, 14.16043], [8.37523, 7.41842, 16.63710], [8.68795, 8.90257, 17.06887], [9.42154, 9.63411, 15.99882], [10.53072, 10.49033, 16.48581], [11.66332, 9.67550, 16.99907], [12.22844, 8.51715, 15.69774], [12.05024, 6.82504, 16.38470], [10.65123, 6.56833, 16.98855], [9.53761, 6.78294, 16.00743], [7.54298, 7.37676, 15.93431], [8.01578, 6.88713, 17.52664], [9.35238, 8.88853, 17.93227], [7.73788, 9.36250, 17.32817], [8.74290, 10.24579, 15.55635], [10.20180, 11.18430, 17.25923], [10.96359, 11.08460, 15.64272], [11.42968, 9.08833, 17.89956], [12.49232, 10.34646, 17.26780], [12.87100, 6.64153, 17.09490], [12.20440, 6.15703, 15.55391], [10.41666, 7.27464, 17.75720], [10.58599, 5.52075, 17.39101], [9.20763, 5.90140, 15.55883], [8.37458, 5.01921, 11.78572], [8.61123, 5.63506, 13.01752], [9.19588, 6.81623, 12.79247], [9.37069, 6.96964, 11.50342], [8.84801, 5.91861, 10.85396], [10.33518, 8.07962, 10.91482], [11.70845, 7.73568, 11.48099], [12.83530, 7.53890, 10.78796], [13.82049, 7.21382, 11.70602], [13.17139, 7.17825, 12.93758], [11.87674, 7.49076, 12.82751], [9.84838, 9.45638, 11.43681], [9.12813, 10.44876, 10.82002], [9.09667, 11.55159, 11.62668], [9.70739, 11.07936, 12.80487], [10.08938, 9.82100, 12.68485], [10.29492, 8.15742, 9.40376], [10.61075, 9.21598, 8.55892], [10.59299, 8.71423, 7.27752], [10.25732, 7.32629, 7.42886], [10.03283, 7.02442, 8.68087], [7.84671, 4.06350, 11.67217], [8.37013, 5.21344, 13.98936], [8.82031, 5.86457, 9.78911], [12.87282, 7.67125, 9.70798], [14.87788, 7.06744, 11.61391], [13.62413, 6.91519, 13.88761], [8.78836, 10.33286, 9.80365], [8.73232, 12.53407, 11.43831], [9.84425, 11.65460, 13.75892], [10.90240, 10.16440, 8.93428], [10.71842, 9.22991, 6.32029], [10.09181, 6.61068, 6.64046], [6.23707, 10.01561, 13.91914], [6.70423, 8.60175, 13.26671], [5.68062, 7.50404, 13.42546], [7.87411, 8.44733, 13.94090], [5.30685, 10.43086, 13.61456], [7.00356, 10.71061, 13.65550], [6.08162, 9.91762, 15.00989], [6.92259, 8.76874, 12.19630], [5.60438, 7.35186, 14.52122], [6.01613, 6.59529, 12.92520], [4.71233, 7.74217, 13.04938]],
  "atomic_forces_ev_per_a": [[0.42, -0.23, 0.18], [-0.48, 0.87, 0.69], [0.32, -1.43, -0.59], [-0.30, 0.26, -0.54], [-0.04, 0.47, -0.67], [0.88, -0.82, 0.85], [0.18, 0.02, 0.03], [-0.59, 0.32, 0.89], [-0.06, -1.23, -0.70], [0.23, -0.39, -0.93], [0.18, 0.20, 0.02], [0.30, -0.06, 0.04], [-0.41, 0.08, 0.18], [0.11, 0.27, 0.11], [-0.03, 0.10, -0.13], [-0.10, 0.11, 0.01], [-0.76, -0.30, 0.45], [0.06, 0.26, -0.25], [-0.14, -0.36, -0.15], [-0.45, 0.08, -0.08], [0.14, -0.20, -0.49], [0.35, 0.00, 0.77], [0.19, 1.03, -0.17], [0.66, 0.75, 0.78], [-0.68, -0.52, 1.08], [-0.40, -0.88, -0.90], [0.57, -0.05, 2.21], [-0.25, 0.09, -2.24], [-0.51, -0.69, 0.07], [-0.88, 0.02, -0.59], [-0.60, -0.07, 0.27], [0.56, 0.24, 0.37], [-0.06, -0.08, 0.47], [0.17, -0.03, 0.10], [0.02, 0.42, -0.70], [-1.49, 0.16, -1.07], [0.97, -0.69, -0.76], [0.44, -0.81, 1.22], [-0.49, 1.89, 1.27], [1.04, 0.74, 1.02], [-0.20, 0.06, -0.13], [0.12, -1.89, -0.46], [-0.18, -0.34, -0.14], [-0.30, 1.33, -0.35], [0.95, 0.36, 0.07], [0.48, 0.64, -0.26], [0.04, 0.45, -0.18], [0.23, 0.04, -0.17], [-0.07, -0.04, 0.40], [0.09, -0.19, -0.48], [-0.15, 0.16, -0.15], [0.01, -0.06, 0.08], [-0.28, 0.29, -0.14], [-0.09, -0.78, -1.10], [0.09, 0.55, 0.16], [0.14, -0.16, 0.67], [0.05, -0.11, 0.05], [0.46, -1.08, 0.66], [-1.10, 1.48, -0.78], [1.03, -0.35, 1.52], [0.31, -0.54, 0.35], [-0.91, -0.25, -1.06], [0.50, 0.62, 0.16], [0.58, -0.16, -0.37], [-0.04, 0.35, 0.23], [-0.26, -0.38, -0.53], [0.05, -0.04, 0.16], [-0.60, 0.49, -0.34]]
}